Entry 1:
This record from OMol25 describes the molecule C5H8N2O at a distorted geometry. The level of theory is ωB97M-V with the def2-TZVPD basis set.

Last column: Mulliken charge in e.
Element x y z (Å)
C1 -2.4874 -0.0883 0.0300  -1.17
C2 -1.0496 0.1299 0.0106  0.53
C3 -0.3417 1.3272 -0.1077  -0.67
C4 1.2405 -0.1202 -0.1063  0.20
C5 -0.0094 -0.9284 -0.0686  -0.24
H1 -3.0367 0.8789 -0.0071  0.31
H2 -2.7833 -0.6187 0.9207  0.29
H3 -2.8791 -0.6601 -0.8480  0.26
H4 -0.7724 2.3325 -0.1978  0.39
H5 -0.0427 -1.4730 -1.1018  0.23
H6 0.0258 -1.6036 0.7739  0.36
H7 2.6681 -1.3716 0.5203  0.29
H8 2.7588 1.2204 0.4304  0.43
N1 0.9583 1.1898 -0.0893  -0.68
N2 2.4721 -0.6515 -0.2038  -0.11
O1 3.2786 0.4368 0.0446  -0.43

For the calculated total energy, the calculation gives -10339.3638 eV. As for the spin multiplicity: 1. For the orbital gap, the calculation gives 8.596 eV. As for the SMILES: CC1=CN=C(NO)C1. The value obtained for the relative energy (zero: lowest compared OMol25 entry of this formula, charge and spin) is 77.5 kcal per mole.

---

Entry 2:
This record from OMol25 describes the molecule C5H8N2O at a distorted geometry. The level of theory is ωB97M-V with the def2-TZVPD basis set.

Last column: Mulliken charge in e.
Element x y z (Å)
C1 -1.6017 1.3536 0.2872  -1.04
C2 0.5398 0.2022 -0.1394  0.71
C3 1.1669 -0.9509 0.0844  -0.20
N1 1.1431 1.4436 -0.3217  -0.49
C4 -1.4372 -1.0785 -0.1010  0.02
C5 2.1019 -1.8403 0.2518  -0.85
N2 -0.8507 0.1790 -0.1021  0.03
O1 -2.5517 -1.2973 0.3191  -0.55
H1 0.6994 2.0420 -1.0053  0.22
H2 2.1419 1.3797 -0.4531  0.26
H3 -0.8956 -1.8197 -0.7118  0.39
H4 -1.8356 1.9744 -0.5814  0.28
H5 -2.5273 1.0164 0.7526  0.37
H6 -1.0414 1.9433 1.0114  0.38
H7 2.2705 -2.6398 -0.4584  0.24
H8 2.6774 -1.9075 1.1677  0.24

For the calculated total energy, the calculation gives -10340.3807 eV. As for the spin multiplicity: 1. For the orbital gap, the calculation gives 8.718 eV. As for the SMILES: C=C=C(N)N(C)C=O. The value obtained for the relative energy (zero: lowest compared OMol25 entry of this formula, charge and spin) is 54.1 kcal per mole.

---

Entry 3:
This record from OMol25 describes the molecule C5H8N2O at a distorted geometry. The level of theory is ωB97M-V with the def2-TZVPD basis set.

Last column: Mulliken charge in e.
Element x y z (Å)
C1 -1.9921 -0.6439 -0.0307  -1.17
C2 -1.1093 0.5578 0.0418  0.57
C3 1.0698 -0.5972 0.1058  -0.03
C4 0.3061 0.3634 -0.6529  0.33
C5 1.2797 -1.6804 0.8024  -0.70
O1 2.3650 1.5206 -0.8755  -0.41
N1 1.3913 0.9931 0.0191  -0.26
N2 -1.5579 1.6651 0.4105  -0.71
H1 2.7601 2.2493 -0.3809  0.35
H2 -0.9165 2.4520 0.3372  0.25
H3 0.2893 0.3114 -1.7397  0.41
H4 -1.5615 -1.4554 0.5539  0.26
H5 -2.9801 -0.3985 0.3498  0.35
H6 -2.0990 -0.9781 -1.0626  0.29
H7 0.4803 -2.3722 1.0327  0.20
H8 2.2748 -1.9870 1.0892  0.26

For the calculated total energy, the calculation gives -10337.2279 eV. As for the spin multiplicity: 1. For the orbital gap, the calculation gives 9.605 eV. As for the SMILES: [H]/N=C(/C)[C@@H]1C(=C)N1O. The value obtained for the relative energy (zero: lowest compared OMol25 entry of this formula, charge and spin) is 126.8 kcal per mole.

---

Entry 4:
This record from OMol25 describes a cluster of 2 separate species, C5H8N2O2 in total at a distorted geometry. The level of theory is ωB97M-V with the def2-TZVPD basis set.

Last column: Mulliken charge in e.
Element x y z (Å)
C1 -0.9024 -0.4023 -2.2584  -0.42
C2 -1.4703 -0.7599 -1.0452  -0.31
C3 0.6210 -1.6356 -1.1526  -0.40
C4 0.6653 2.2901 1.7999  -0.97
C5 0.7260 1.1181 1.1893  0.47
N1 0.3620 -0.8600 -2.2589  0.06
N2 -0.4843 -1.5027 -0.4701  0.36
O1 1.1089 -0.0216 1.6471  -0.44
O2 -0.6483 -2.2326 0.7099  -0.43
H1 -1.1956 0.4322 -2.9085  0.34
H2 -2.4667 -0.5480 -0.6516  0.38
H3 0.2856 3.1958 1.3449  0.25
H4 0.9573 -0.8511 -2.9690  0.09
H5 0.8139 2.5268 2.8828  0.22
H6 0.5447 1.0011 0.1326  0.20
H7 1.3507 -0.0025 2.5585  0.26
H8 -0.2678 -1.7479 1.4492  0.34

For the calculated total energy, the calculation gives -12385.3961 eV. As for the spin multiplicity: 1. For the orbital gap, the calculation gives 9.405 eV. The value obtained for the relative energy (zero: lowest compared OMol25 entry of this formula, charge and spin) is 127.7 kcal per mole.

---

Entry 5:
This record from OMol25 describes the molecule C5H8N2O2 at a distorted geometry. The level of theory is ωB97M-V with the def2-TZVPD basis set.

Last column: Mulliken charge in e.
Element x y z (Å)
C1 -0.6257 0.4202 1.5735  0.35
C2 0.9466 -0.8160 0.5549  0.49
C3 -1.9520 2.0217 0.4155  -0.75
C4 0.8649 -1.5856 -1.6313  -0.78
C5 1.3431 -1.1342 2.0441  -0.18
N1 -1.4378 1.3285 1.5724  -0.40
N2 0.7167 -0.3275 2.9280  -0.59
O1 -0.1629 -0.2382 0.4616  -0.29
O2 1.5710 -1.4818 -0.3948  -0.29
H1 -2.6678 2.7863 0.6334  0.26
H2 -2.3369 1.3149 -0.2782  0.27
H3 -1.0512 2.3447 -0.1484  0.27
H4 0.8434 -0.7036 -2.1364  0.35
H5 -0.0805 -1.8242 -1.3139  0.37
H6 1.4471 -2.2581 -2.1551  0.27
H7 2.4327 -1.0530 2.0977  0.37
H8 0.9637 -2.1959 2.1109  0.27

For the calculated total energy, the calculation gives -12382.3728 eV. As for the spin multiplicity: 1. For the orbital gap (alpha / beta), the calculation gives 6.524 / 6.531 eV. The value obtained for the relative energy (zero: lowest compared OMol25 entry of this formula, charge and spin) is 197.5 kcal per mole.

---

Entry 6:
This record from OMol25 describes a structure of composition C5H8N2O2S at a distorted geometry. The level of theory is ωB97M-V with the def2-TZVPD basis set.

Last column: Mulliken charge in e.
Element x y z (Å)
C1 0.1336 -0.0358 1.2404  -0.39
C2 0.4012 1.2358 0.8572  0.86
C3 -0.8452 -1.1037 -0.6800  0.33
C4 1.3168 2.0032 1.8869  -1.41
C5 -0.7991 -2.1668 -1.6489  -1.02
N1 0.1142 1.9621 -0.1767  -0.57
N2 -0.2774 -1.1309 0.5076  -0.09
O1 0.2013 0.5105 -2.3887  -0.63
O2 -1.9813 1.2394 -1.5240  -0.61
S1 -0.6507 0.7694 -1.2381  0.99
H1 0.5128 -0.4006 2.2314  0.17
H2 1.1694 1.5437 2.7990  0.41
H3 2.2645 1.8137 1.4031  0.31
H4 1.0385 3.0363 1.7215  0.37
H5 0.0984 -2.7418 -1.5582  0.31
H6 -1.6885 -2.8440 -1.8218  0.30
H7 -0.7622 -1.6106 -2.6202  0.32
H8 -0.2463 -2.0798 1.0094  0.34

For the calculated total energy, the calculation gives -23220.8872 eV. As for the spin multiplicity: 1. For the orbital gap (alpha / beta), the calculation gives 7.579 / 7.583 eV. The value obtained for the relative energy (zero: lowest compared OMol25 entry of this formula, charge and spin) is 120.2 kcal per mole.

---

Entry 7:
This record from OMol25 describes a structure of composition C5H8N2O2S at a distorted geometry. The level of theory is ωB97M-V with the def2-TZVPD basis set.

Last column: Mulliken charge in e.
Element x y z (Å)
C1 -1.2474 0.0326 0.1539  0.61
C2 0.8705 1.0850 0.3823  0.45
C3 -0.8011 -0.8781 1.3863  -0.71
C4 1.0858 -0.3672 -0.1927  0.72
C5 2.2991 -0.4771 -1.2020  -1.27
N1 -0.6015 -0.3567 -1.0505  -0.77
N2 -2.5741 0.3684 0.1546  -0.54
O1 -0.4032 1.3394 0.5314  -0.43
O2 1.7154 1.9102 0.6581  -0.62
S1 0.8495 -1.5601 1.0268  -0.17
H1 -0.9165 -0.0802 2.1931  0.32
H2 -1.4404 -1.6587 1.7507  0.50
H3 2.4609 -1.4815 -1.4165  0.43
H4 3.0880 0.0890 -0.7970  0.37
H5 2.0317 0.1149 -2.0942  0.28
H6 -0.5443 0.3734 -1.7286  0.34
H7 -2.9604 0.8830 0.9783  0.25
H8 -2.9120 0.6639 -0.7340  0.24

For the calculated total energy, the calculation gives -23223.6150 eV. As for the spin multiplicity: 1. For the orbital gap, the calculation gives 9.699 eV. The value obtained for the relative energy (zero: lowest compared OMol25 entry of this formula, charge and spin) is 57.3 kcal per mole.

---

Entry 8:
This record from OMol25 describes a cluster of 3 separate species, C5H8N2O2S in total at a distorted geometry. The level of theory is ωB97M-V with the def2-TZVPD basis set.

Last column: Mulliken spin population.
Element x y z (Å)
C1 1.9004 0.1760 -0.9166  0.54
C2 -0.3832 1.8270 -2.9760  0.00
C3 0.7280 -1.8185 -1.6096  0.73
C4 -0.0371 -0.8045 -0.9587  0.45
C5 -1.5412 -0.8900 -0.6883  0.02
N1 0.6888 0.2876 -0.5214  -0.11
N2 -1.4116 2.8908 2.2311  0.00
O1 0.4466 2.5578 -2.6762  0.00
O2 -1.0913 0.9678 -3.2954  0.01
S1 2.3223 -1.2543 -1.7896  0.25
H1 2.5698 0.9475 -0.5680  0.03
H2 0.4466 -2.7303 -1.9572  0.02
H3 -1.9849 0.0682 -0.8955  0.01
H4 -1.6834 -1.0525 0.4923  0.05
H5 -1.8994 -1.6344 -1.4204  0.00
H6 -1.0968 2.1979 1.5451  0.00
H7 -0.7133 3.0280 2.9506  0.00
H8 -1.3425 3.7546 1.6622  0.00

For the calculated total energy, the calculation gives -23221.6607 eV. As for the spin multiplicity: 3. For the orbital gap (alpha / beta), the calculation gives 5.825 / 7.816 eV. The value obtained for the relative energy (zero: lowest compared OMol25 entry of this formula, charge and spin) is 0.0 kcal per mole.

---

Entry 9:
This record from OMol25 describes a cluster of 2 separate species, C5H8N2O3 in total at a distorted geometry. The level of theory is ωB97M-V with the def2-TZVPD basis set.

Last column: Mulliken charge in e.
Element x y z (Å)
C1 0.4404 -0.2155 1.8931  -0.53
C2 0.7589 -1.2182 2.7346  0.09
C3 -0.8052 2.0000 -4.5511  0.68
C4 -0.2115 0.2213 -0.4384  0.97
C5 0.3046 1.6263 -0.6563  -1.27
N1 -0.3547 -0.3837 0.7852  -0.20
N2 0.1260 -2.4372 2.6395  -0.59
O1 -1.8921 2.1262 -4.2728  -0.33
O2 0.2728 1.8586 -4.8310  -0.32
O3 -0.7561 -0.3740 -1.5014  -0.45
H1 0.8332 0.7660 1.9880  0.32
H2 1.3111 -0.9772 3.6962  0.29
H3 0.1818 2.1503 -1.5229  0.23
H4 0.8816 1.9279 0.1503  0.17
H5 -0.6576 -1.3841 0.9061  0.29
H6 -0.1967 -3.0387 3.3729  0.17
H7 0.4027 -2.9402 1.8455  0.21
H8 -0.6393 0.2922 -2.2375  0.27

For the calculated total energy, the calculation gives -14435.2781 eV. As for the spin multiplicity: 1. For the orbital gap, the calculation gives 7.704 eV. As for the SMILES: C=C(O)N/C=C\N.O=C=O. The value obtained for the relative energy (zero: lowest compared OMol25 entry of this formula, charge and spin) is 56.9 kcal per mole.

---

Entry 10:
This record from OMol25 describes the ion C5H8N2O3PS with charge +1 at a distorted geometry. The level of theory is ωB97M-V with the def2-TZVPD basis set.

Last column: Mulliken charge in e.
Element x y z (Å)
C1 -2.0947 1.3510 2.5801  -0.98
C2 -1.0952 0.7685 1.4176  0.56
C3 0.4271 1.2592 1.0857  -0.27
N1 1.4347 0.8010 0.1088  -0.55
N2 1.0931 -0.2284 -0.7051  0.64
P1 2.3169 -0.8584 -1.8930  0.75
O1 3.1643 -2.0198 -1.1634  -0.56
O2 3.4009 0.4288 -2.4344  -0.45
O3 1.5602 -1.5565 -3.3046  -0.49
C4 -0.2721 -0.8198 -0.6222  0.10
C5 -1.5220 -0.4659 0.3646  -0.21
S1 -3.2182 -1.2687 0.3796  -0.16
H1 -1.6717 2.3162 3.0904  0.35
H2 -2.1392 0.5221 3.4375  0.31
H3 -3.2196 1.4759 2.2057  0.30
H4 0.7946 2.1685 1.7708  0.28
H5 3.9053 0.6669 -1.5778  0.38
H6 1.7777 -2.5546 -3.2997  0.40
H7 -0.4818 -1.7081 -1.3936  0.37
H8 -4.1604 -0.2779 -0.0471  0.23

For the calculated total energy, the calculation gives -34548.1908 eV. As for the spin multiplicity: 1. For the orbital gap, the calculation gives 7.881 eV. As for the net charge: +1. As for the SMILES: Cc1cn[n+](P(=O)(O)O)cc1S.

---

Entry 11:
This record from OMol25 describes a cluster of 2 separate species, C5H8N2O3S in total at a distorted geometry. The level of theory is ωB97M-V with the def2-TZVPD basis set.

Last column: Mulliken charge in e.
Element x y z (Å)
C1 -0.8788 2.0441 -0.2405  0.12
C2 -0.8487 -0.6485 0.8833  0.51
C3 -0.1138 -0.8010 -1.6395  -1.26
C4 1.7151 1.1649 1.7769  -0.98
C5 0.1111 -0.3841 -0.2145  0.25
N1 -1.6957 2.8247 -0.4512  -0.50
N2 -2.1936 -0.7612 0.5585  -0.37
O1 -0.4818 -0.4203 2.0315  -0.60
O2 2.6071 -0.8841 0.3152  -0.65
O3 2.1855 1.1691 -0.9041  -0.61
S1 1.8187 0.3036 0.1960  1.39
H1 0.2148 -1.8931 -1.5714  0.34
H2 -1.1629 -0.5043 -1.7191  0.42
H3 0.5275 -0.1307 -2.3381  0.34
H4 1.7482 2.3368 1.5903  0.33
H5 0.7336 0.8614 2.3801  0.32
H6 2.5947 1.0829 2.3643  0.49
H7 -2.5385 -1.3164 -0.1683  0.22
H8 -2.8686 -0.5636 1.3440  0.25

For the calculated total energy, the calculation gives -25266.6517 eV. As for the spin multiplicity: 1. For the orbital gap (alpha / beta), the calculation gives 7.436 / 7.091 eV. The value obtained for the relative energy (zero: lowest compared OMol25 entry of this formula, charge and spin) is 138.8 kcal per mole.

---

Entry 12:
This record from OMol25 describes a cluster of 2 separate species, C5H8N2O4S in total at a distorted geometry. The level of theory is ωB97M-V with the def2-TZVPD basis set.

Last column: Mulliken charge in e.
Element x y z (Å)
C1 -3.2876 -0.5654 0.2619  0.33
C2 -0.4758 1.2274 -0.3623  -0.25
C3 -1.0809 -0.0283 -0.9965  -0.78
C4 -0.3871 0.7962 1.0310  -0.46
C5 -1.6135 -0.6934 0.1604  0.19
N1 -0.9242 -0.3325 1.3077  -0.59
N2 2.1891 -0.4862 0.8662  -0.55
O1 -3.8459 -1.1422 -0.6891  -0.74
O2 4.2501 1.0009 0.6447  -0.63
O3 -3.7237 -0.0541 1.2795  -0.69
O4 4.2609 -1.2223 -0.5222  -0.66
S1 3.4764 -0.1026 0.0653  0.66
H1 0.4657 1.4153 -0.7899  0.27
H2 -1.1046 2.1480 -0.2301  0.23
H3 -1.7522 0.1072 -1.8468  0.38
H4 -0.1793 -0.5835 -1.2729  0.22
H5 3.0355 0.5078 -1.1394  0.03
H6 0.2421 1.2475 1.6894  0.59
H7 -1.5844 -1.8065 0.0063  0.30
H8 2.0390 -1.4333 0.5370  0.18

For the calculated total energy, the calculation gives -27318.7811 eV. As for the spin multiplicity: 1. For the orbital gap, the calculation gives 6.972 eV. As for the net charge: -2. The value obtained for the relative energy (zero: lowest compared OMol25 entry of this formula, charge and spin) is 0.0 kcal per mole.

---

Question: Number 9 is which compound?
Answer: C5H8N2O3

---

Question: Number 10 is which compound?
Answer: C5H8N2O3PS

---

What did the tenth record say?
This record from OMol25 describes the ion C5H8N2O3PS with charge +1 at a distorted geometry. The level of theory is ωB97M-V with the def2-TZVPD basis set.

Last column: Mulliken charge in e.
Element x y z (Å)
C1 -2.0947 1.3510 2.5801  -0.98
C2 -1.0952 0.7685 1.4176  0.56
C3 0.4271 1.2592 1.0857  -0.27
N1 1.4347 0.8010 0.1088  -0.55
N2 1.0931 -0.2284 -0.7051  0.64
P1 2.3169 -0.8584 -1.8930  0.75
O1 3.1643 -2.0198 -1.1634  -0.56
O2 3.4009 0.4288 -2.4344  -0.45
O3 1.5602 -1.5565 -3.3046  -0.49
C4 -0.2721 -0.8198 -0.6222  0.10
C5 -1.5220 -0.4659 0.3646  -0.21
S1 -3.2182 -1.2687 0.3796  -0.16
H1 -1.6717 2.3162 3.0904  0.35
H2 -2.1392 0.5221 3.4375  0.31
H3 -3.2196 1.4759 2.2057  0.30
H4 0.7946 2.1685 1.7708  0.28
H5 3.9053 0.6669 -1.5778  0.38
H6 1.7777 -2.5546 -3.2997  0.40
H7 -0.4818 -1.7081 -1.3936  0.37
H8 -4.1604 -0.2779 -0.0471  0.23

For the calculated total energy, the calculation gives -34548.1908 eV. As for the spin multiplicity: 1. For the orbital gap, the calculation gives 7.881 eV. As for the net charge: +1. As for the SMILES: Cc1cn[n+](P(=O)(O)O)cc1S.